1.
Molecular formula: C19H25B2BrF9N5O4V
Method: DFT, ωB97M-V with the def2-TZVPD basis set

XYZ file:
```
66
Properties=species:S:1:pos:R:3:mulliken_charge:R:1
V 0.552 -0.533 0.490 -0.640
C 4.171 1.946 0.724 -2.023
C 3.125 0.923 0.462 0.375
N 1.865 1.152 0.509 0.726
O 1.490 2.410 0.800 -0.668
B 0.290 2.867 0.072 0.510
F -0.115 4.057 0.610 -0.322
F 0.599 2.965 -1.291 -0.366
O -0.895 1.919 0.222 -0.369
N -0.683 0.658 -0.211 1.148
C -1.669 0.274 -1.234 1.573
C -1.579 1.346 -2.334 -2.464
C -1.153 -1.024 -1.835 -0.462
N -0.030 -1.402 -1.369 1.022
O 0.497 -2.529 -1.884 -0.565
B 2.000 -2.555 -1.967 0.875
F 2.421 -1.464 -2.735 -0.407
F 2.330 -3.770 -2.494 -0.373
O 2.648 -2.458 -0.616 -0.674
N 2.463 -1.219 -0.108 0.952
C 3.477 -0.460 0.061 0.664
C 4.876 -0.865 -0.235 -1.732
C -1.889 -1.767 -2.897 -1.598
H 3.715 2.865 1.074 0.438
H 4.737 2.151 -0.187 0.384
H 4.867 1.572 1.477 0.378
H -1.832 2.322 -1.931 0.540
H -2.164 1.121 -3.223 0.636
H -0.536 1.404 -2.641 0.563
H 4.884 -1.860 -0.668 0.405
H 5.469 -0.863 0.682 0.364
H 5.329 -0.157 -0.930 0.355
H -2.101 -1.128 -3.756 0.303
H -2.830 -2.156 -2.501 0.229
H -1.281 -2.604 -3.228 0.518
C -6.775 1.387 -2.296 -0.911
N -5.345 1.488 -2.700 0.071
C -4.693 2.627 -1.987 -0.851
C -4.584 0.154 -2.576 -1.239
C -4.269 -0.193 -1.153 1.868
C -5.341 -0.722 -0.426 -1.179
C -5.256 -0.962 0.932 -0.974
C -4.075 -0.650 1.580 -1.164
C -2.988 -0.183 0.860 -0.851
C -3.027 0.020 -0.522 -0.029
H -7.280 2.305 -2.587 0.353
H -6.821 1.264 -1.219 0.460
H -7.232 0.534 -2.790 0.349
H -5.331 1.712 -3.694 0.349
H -4.598 2.369 -0.935 0.401
H -5.318 3.507 -2.110 0.428
H -3.711 2.798 -2.412 0.308
H -3.710 0.258 -3.203 0.098
H -5.249 -0.583 -3.024 0.459
H -6.256 -0.971 -0.952 0.604
H -6.094 -1.390 1.468 0.411
H -3.964 -0.807 2.644 0.529
H -2.079 0.002 1.406 0.566
F 0.302 1.367 2.861 -0.316
C 0.374 0.008 2.659 0.846
F -0.767 -0.472 3.271 -0.293
C 1.532 -0.439 3.581 0.634
F 1.309 -0.121 4.862 -0.292
F 1.753 -1.753 3.520 -0.252
F 2.681 0.176 3.214 -0.224
Br -0.420 -2.619 1.261 -0.452
```

Summary:
Max |F|   0.83 eV Å⁻¹
HOMO (spin up / spin down)   -0.302 / -0.307 hartree
Orbital gap (spin up / spin down)   0.2565 / 0.2648 hartree
2S+1   2
E_LUMO (spin up / spin down)   -0.045 / -0.042 hartree
Charge   0
Total energy   -157295.102 eV
Relative energy (zero: lowest compared OMol25 entry of this formula, charge and spin)   0.00 kcal/mol

=====

2.
Molecular formula: C19H25Br21ClNO3S
Method: DFT, ωB97M-V with the def2-TZVPD basis set

XYZ file:
```
71
Properties=species:S:1:pos:R:3:mulliken_charge:R:1
C 2.636 0.569 0.757 -1.419
C 1.302 1.256 0.520 1.834
Cl 0.936 2.335 1.945 -0.222
C 1.221 2.136 -0.742 -2.300
C 0.672 1.457 -2.003 2.008
C -0.872 1.298 -1.999 -0.324
C -1.478 0.347 -0.966 -1.152
C -1.309 -1.135 -1.338 0.818
S -0.905 -2.212 0.061 -0.240
C 0.850 2.442 -3.174 -0.119
O 1.037 3.609 -3.191 -0.515
O 0.722 1.694 -4.349 -0.416
C 1.164 0.400 -4.107 -0.785
O 0.134 -0.589 -4.490 -0.273
C 0.675 -1.761 -4.398 0.634
N 1.250 -2.740 -4.196 -0.568
C 1.539 0.332 -2.621 0.703
C 3.067 0.593 -2.551 -1.777
H 2.685 0.228 1.786 0.424
H 2.650 -0.334 0.141 0.119
H 3.485 1.191 0.491 0.323
H 0.538 0.492 0.556 -0.637
H 0.569 2.982 -0.532 0.554
H 2.205 2.566 -0.918 0.480
H -1.276 2.289 -1.783 -0.429
H -1.254 1.007 -2.977 0.551
H -2.554 0.535 -0.967 0.384
H -1.155 0.553 0.047 0.505
H -2.242 -1.467 -1.780 0.002
H -0.554 -1.272 -2.103 -0.705
H 0.425 -2.259 -0.118 0.137
H 1.984 0.234 -4.803 0.689
H 1.390 -0.627 -2.132 0.521
H 3.303 1.652 -2.453 0.356
H 3.550 0.257 -3.467 0.441
H 3.533 0.040 -1.744 0.334
C -3.230 4.549 -2.871 -0.095
Br -2.565 4.152 -4.632 -0.023
Br -4.191 3.054 -2.129 0.056
Br -1.824 5.153 -1.706 -0.003
H -3.936 5.361 -2.963 0.071
C 6.225 1.324 3.383 -0.339
Br 4.367 1.792 3.521 0.012
Br 6.948 0.750 5.070 -0.033
Br 6.511 0.007 2.005 -0.044
H 6.762 2.214 3.090 0.394
C 0.503 -2.198 4.361 0.243
Br 0.652 -3.586 3.034 0.052
Br 2.155 -2.008 5.334 0.024
Br -0.067 -0.530 3.598 0.016
H -0.251 -2.511 5.069 -0.230
C -7.090 6.363 -1.246 -0.313
Br -6.598 6.062 -3.082 -0.032
Br -7.904 4.803 -0.472 0.000
Br -5.578 6.960 -0.217 -0.005
H -7.827 7.153 -1.236 0.343
C 3.538 -5.509 4.698 0.660
Br 3.833 -6.165 2.913 -0.016
Br 2.894 -6.895 5.867 -0.030
Br 5.105 -4.650 5.407 -0.018
H 2.763 -4.757 4.636 -0.648
C -1.967 -4.187 7.623 -0.339
Br -3.843 -3.946 7.969 -0.017
Br -1.655 -4.880 5.855 0.000
Br -0.975 -2.564 7.919 -0.031
H -1.600 -4.921 8.326 0.385
C -4.326 -3.639 -3.936 -0.357
Br -2.878 -2.413 -4.255 0.048
Br -4.223 -5.175 -5.086 -0.026
Br -4.408 -4.138 -2.079 -0.032
H -5.243 -3.119 -4.172 0.388
```

Summary:
Max |F|   1.51 eV Å⁻¹
HOMO   -0.334 hartree
Orbital gap   0.3261 hartree
E_LUMO   -0.008 hartree
Charge   0
Total energy   -1521988.142 eV
Relative energy (zero: lowest compared OMol25 entry of this formula, charge and spin)   0.00 kcal/mol